[1]
ORCA calculation (wB97M-V/def2-TZVPD) on a molecular structure, C11H18BF2NO8S2Ta.

Geometry as ORCA input:
```
! wB97M-V def2-TZVPD RIJCOSX def2/J DEFGRID3
* xyz 0 2
Ta -0.34290 0.57311 -0.33163
C 0.56241 -1.28773 2.86338
O 0.68443 -1.24100 1.44678
C 1.99531 -1.44303 0.96425
C 1.84740 -1.76704 -0.49302
O 1.30636 -0.62492 -1.20415
C 2.19057 0.02135 -2.15451
C 3.24097 0.80345 -1.40791
O 2.54251 1.61611 -0.50558
C 3.24254 2.74958 -0.02589
H 0.78844 -2.29939 3.21433
H 1.22102 -0.55759 3.33327
H -0.46588 -1.02638 3.09282
H 2.59672 -0.54367 1.13821
H 2.46820 -2.30226 1.45720
H 2.77334 -2.06728 -0.98071
H 1.09499 -2.54824 -0.60909
H 2.59441 -0.75564 -2.80471
H 1.56430 0.69466 -2.73925
H 3.94613 0.13437 -0.89513
H 3.80966 1.39999 -2.13295
H 3.55296 3.38787 -0.85836
H 2.55098 3.28522 0.61874
H 4.11934 2.44994 0.55646
O -1.72212 -0.59668 0.34860
N -2.84285 -1.10697 -0.17535
C -3.82931 -1.41830 0.69384
C -4.97367 -1.99169 0.23500
C -5.09058 -2.23346 -1.14525
C -4.08800 -1.87629 -1.99996
C -2.90036 -1.26314 -1.53081
S -1.62132 -0.71085 -2.49129
H -3.61423 -1.16985 1.72157
H -5.76036 -2.24398 0.92893
H -5.98898 -2.69311 -1.53525
H -4.17093 -2.03305 -3.06523
O -0.76050 4.66418 -0.44294
S -0.81298 3.31005 -0.02326
O -2.09588 2.61665 0.03887
O -0.05480 3.14802 1.29613
O -0.01756 2.38101 -1.02142
F -0.92752 1.38119 2.65332
B 0.05419 1.65635 1.69070
F 1.33355 1.52843 2.28123
*
```

Properties
ΔE to the lowest compared entry with this formula, charge and spin = 330.68 kJ/mol
HOMO energy (alpha / beta) = -6.73 / -7.08 eV

Taken from the Mulliken analysis, the atomic charges in e are: number 1, Ta, carries 0.3178; number 2, C, carries -0.9632; number 3, O, carries -0.1352; number 4, C, carries -0.5149; number 5, C, carries -0.5941; number 6, O, carries -0.2696; number 7, C, carries -0.6535; number 8, C, carries -0.6287; number 9, O, carries 0.1550; number 10, C, carries -0.9691; number 11, H, carries 0.3468; number 12, H, carries 0.3578; number 13, H, carries 0.2008; number 14, H, carries 0.1254; number 15, H, carries 0.5843; number 16, H, carries 0.5067; number 17, H, carries 0.3163; number 18, H, carries 0.4827; number 19, H, carries 0.2627; number 20, H, carries 0.3350; number 21, H, carries 0.5184; number 22, H, carries 0.3536; number 23, H, carries 0.2243; number 24, H, carries 0.3161; number 25, O, carries -0.5544; number 26, N, carries 0.4603; number 27, C, carries -0.3150; number 28, C, carries -0.7442; number 29, C, carries -0.1101; number 30, C, carries -0.7559; number 31, C, carries 0.6935; number 32, S, carries -0.5037; number 33, H, carries 0.5014; number 34, H, carries 0.4065; number 35, H, carries 0.3772; number 36, H, carries 0.4147; number 37, O, carries -0.6340; number 38, S, carries 1.0205; number 39, O, carries -0.5468; number 40, O, carries -0.4033; number 41, O, carries -0.5974; number 42, F, carries -0.3095; number 43, B, carries 1.2776; number 44, F, carries -0.3529



[2]
ORCA calculation (wB97M-V/def2-TZVPD) on a molecular structure, C11H18BeBrCl5F5IKMgN2O8.

Geometry as ORCA input:
```
! wB97M-V def2-TZVPD RIJCOSX def2/J DEFGRID3
* xyz 1 1
F 4.10707 2.93856 -0.39176
C 4.87715 1.91640 0.40956
F 4.45512 0.57520 -0.12965
C 6.50214 2.01537 0.20003
F 6.86023 0.99861 -0.85874
F 7.29754 1.75541 1.42337
N 6.87157 3.42640 -0.30413
I 7.35491 3.05295 -2.31627
H 4.60601 1.95463 1.54857
K 7.01551 5.14535 0.85401
C -1.44243 1.26435 -0.89612
O -1.41082 1.32476 0.52526
C -1.47848 0.02666 1.12366
C -0.11197 -0.40629 1.65971
O 0.79517 -0.69320 0.59045
C 1.75904 0.33779 0.41188
H -1.26837 2.27073 -1.28630
H -0.66448 0.60091 -1.28461
H -2.42603 0.92439 -1.23408
H -1.87598 -0.71313 0.41882
H -2.17771 0.10249 1.96314
H -0.23532 -1.33537 2.22552
H 0.30204 0.34992 2.33739
H 2.44083 0.36512 1.26778
H 1.28202 1.31290 0.28462
H 2.33843 0.11422 -0.48807
Cl 4.08900 0.11829 -2.25705
Be 4.53110 2.51338 -3.20991
O -4.47055 -1.47695 0.97153
H -4.51938 -0.56524 0.74880
Mg 0.23808 1.52560 -2.66157
C -0.61312 -4.36263 1.76105
C -1.81177 -4.61696 2.60973
O -1.47251 -5.78831 3.31662
C -0.11475 -5.75533 3.42657
O 0.52607 -6.44538 4.20185
O 0.44173 -4.84829 2.56689
F -2.89628 -4.87927 1.84638
H -0.63563 -4.91954 0.81833
H -0.47915 -3.30069 1.53803
H -2.03946 -3.81273 3.31747
C -6.66484 -4.13671 2.77413
Cl -6.63860 -4.22704 0.99495
Cl -8.13908 -4.92751 3.38727
Cl -5.23011 -4.96327 3.43211
Cl -6.65168 -2.42909 3.28238
Br -4.58542 -0.83924 -1.32553
C -1.86439 5.42338 -5.50339
N -0.42788 5.60029 -5.84817
O 0.40431 5.24636 -5.00490
O -0.17640 6.08945 -6.95565
H -1.93691 4.98544 -4.50566
H -2.33277 6.40942 -5.52671
H -2.30278 4.75744 -6.24956
*
```

Properties
HOMO energy = -9.44 eV

Taken from the Mulliken analysis, the atomic charges in e are: number 1, F, carries -0.2930; number 2, C, carries 0.2355; number 3, F, carries -0.2024; number 4, C, carries 0.7116; number 5, F, carries -0.2294; number 6, F, carries -0.2687; number 7, N, carries -0.7766; number 8, I, carries 0.0390; number 9, H, carries 0.2917; number 10, K, carries 0.8790; number 11, C, carries -0.3893; number 12, O, carries -0.4080; number 13, C, carries -0.3403; number 14, C, carries -0.6299; number 15, O, carries -0.3912; number 16, C, carries -0.4560; number 17, H, carries 0.4334; number 18, H, carries 0.0879; number 19, H, carries 0.2737; number 20, H, carries 0.3071; number 21, H, carries 0.3802; number 22, H, carries 0.3755; number 23, H, carries 0.4131; number 24, H, carries 0.3518; number 25, H, carries 0.3186; number 26, H, carries -0.1108; number 27, Cl, carries -0.4449; number 28, Be, carries 0.6127; number 29, O, carries -0.3684; number 30, H, carries 0.3765; number 31, Mg, carries 0.3148; number 32, C, carries 0.0018; number 33, C, carries 0.3663; number 34, O, carries -0.2745; number 35, C, carries 0.5985; number 36, O, carries -0.5355; number 37, O, carries -0.2966; number 38, F, carries -0.2586; number 39, H, carries 0.2949; number 40, H, carries -0.2511; number 41, H, carries 0.3153; number 42, C, carries 0.3186; number 43, Cl, carries -0.0899; number 44, Cl, carries -0.0892; number 45, Cl, carries -0.0738; number 46, Cl, carries -0.1074; number 47, Br, carries -0.0057; number 48, C, carries -0.6382; number 49, N, carries 0.8012; number 50, O, carries -0.4989; number 51, O, carries -0.4775; number 52, H, carries 0.2455; number 53, H, carries 0.2831; number 54, H, carries 0.2784



[3]
ORCA calculation (wB97M-V/def2-TZVPD) on a molecular structure, C11H18Br12NS.

Geometry as ORCA input:
```
! wB97M-V def2-TZVPD RIJCOSX def2/J DEFGRID3
* xyz 1 1
S 4.44704 -0.49195 -1.23217
C 3.62505 0.78002 -2.26395
C 2.40608 1.40316 -1.56513
C 1.44434 0.35735 -0.99243
C -0.01061 0.79307 -0.85629
C -0.88531 -0.42200 -0.45053
C -1.26172 -1.05022 -1.82058
C -1.22158 0.14663 -2.70748
N -0.59898 1.12386 -2.17637
H 4.52131 -1.48137 -2.13248
H 4.36054 1.55266 -2.46967
H 3.31210 0.29560 -3.18726
H 2.77704 2.02703 -0.75216
H 1.91528 2.05898 -2.29115
H 1.78250 0.09306 0.00959
H 1.50755 -0.55277 -1.59810
H -0.12308 1.59935 -0.13360
H -1.75811 -0.06777 0.08983
H -0.25253 -1.09675 0.11700
H -2.27566 -1.44940 -1.79966
H -0.53004 -1.79172 -2.14038
H -1.69108 0.17518 -3.68419
H -0.53531 2.02375 -2.63904
C 2.09447 -3.64383 1.08973
Br 2.99846 -2.74851 2.52768
Br 2.60685 -5.48786 0.94347
Br 0.17559 -3.45077 1.24882
H 2.38870 -3.14986 0.17371
C 2.84525 3.09093 2.13588
Br 4.38187 2.10096 1.53050
Br 1.29428 1.94581 2.26244
Br 3.18853 4.01190 3.78162
H 2.62492 3.83612 1.38506
C -4.78297 1.52091 0.21302
Br -4.00022 2.47556 -1.27113
Br -5.51772 -0.16580 -0.34198
Br -3.52787 1.28600 1.65233
H -5.59434 2.13085 0.58507
C -4.46295 -1.88165 3.65162
Br -3.21056 -3.19814 3.00839
Br -6.05734 -2.70585 4.33346
Br -3.64917 -0.72380 4.95783
H -4.75063 -1.26875 2.80864
*
```

Properties
HOMO energy = -11.80 eV

Taken from the Mulliken analysis, the atomic charges in e are: number 1, S, carries -0.2025; number 2, C, carries -0.9995; number 3, C, carries -0.2428; number 4, C, carries -0.4977; number 5, C, carries -0.1390; number 6, C, carries 0.4780; number 7, C, carries -0.7719; number 8, C, carries -0.1746; number 9, N, carries 0.2142; number 10, H, carries 0.1382; number 11, H, carries 0.4271; number 12, H, carries 0.4185; number 13, H, carries -0.0998; number 14, H, carries 0.3975; number 15, H, carries 0.3804; number 16, H, carries 0.3041; number 17, H, carries 0.2753; number 18, H, carries -0.1861; number 19, H, carries -0.2489; number 20, H, carries 0.4568; number 21, H, carries 0.2982; number 22, H, carries 0.4356; number 23, H, carries 0.2980; number 24, C, carries -0.2044; number 25, Br, carries 0.0180; number 26, Br, carries -0.0027; number 27, Br, carries 0.0328; number 28, H, carries 0.1559; number 29, C, carries -0.3916; number 30, Br, carries 0.0199; number 31, Br, carries 0.0244; number 32, Br, carries -0.0075; number 33, H, carries 0.4085; number 34, C, carries -0.3561; number 35, Br, carries -0.0496; number 36, Br, carries -0.0284; number 37, Br, carries -0.0245; number 38, H, carries 0.4384; number 39, C, carries 0.0549; number 40, Br, carries 0.0330; number 41, Br, carries -0.0015; number 42, Br, carries -0.0055; number 43, H, carries -0.0727